The following is a quantum chemistry calculation of 2 unconnected molecules or ions with the total composition C6H16PS at a distorted geometry, from the Open Molecules 2025 dataset.

## Properties
LUMO energy = -3.1697 eV
Frontier orbital gap = 8.70 eV
Energy above the lowest of the compared OMol25 structures with the same formula, charge and spin = 39.6 kcal/mol
Molar mass = 151.2 u
E_tot = -26596.6080 eV
Charge = +1

Each atom is followed by the atoms it is bonded to, with distances in Å.
Element x y z (Å)
1 C 1.9124 1.6780 -0.3211  P7 1.840, H9 1.189, H10 1.097, H11 1.122
2 C 2.7504 -0.8811 0.8300  P7 1.895, H12 1.036, H13 1.015, H14 1.120
3 C 1.2909 -0.8065 -1.8358  P7 1.821, H15 1.109, H16 1.168, H17 1.107
4 C -3.9523 0.0533 1.3164  S8 1.813, H18 1.099, H19 1.042, H20 1.117
5 C -0.1748 -0.4697 0.5276  P7 1.734, H21 1.161, H22 1.139
6 C -1.9764 0.1710 -0.5621  S8 1.670, H23 1.104, H24 1.058
7 P 1.3611 -0.0711 -0.1715  C1 1.840, C2 1.895, C3 1.821, C5 1.734
8 S -3.2234 -0.8330 -0.0873  C4 1.813, C6 1.670
9 H 1.1049 2.1435 -1.0599  C1 1.189
10 H 2.8449 1.6033 -0.8949  C1 1.097
11 H 2.1343 2.2621 0.6110  C1 1.122
12 H 2.5375 -1.8796 1.0056  C2 1.036
13 H 2.7790 -0.4511 1.7490  C2 1.015
14 H 3.5956 -0.8645 0.0951  C2 1.120
15 H 2.2371 -0.8713 -2.4103  C3 1.109
16 H 0.6525 0.0973 -2.2082  C3 1.168
17 H 0.6562 -1.7109 -1.7629  C3 1.107
18 H -4.4454 -0.4772 2.1430  C4 1.099
19 H -4.6969 0.6776 0.9388  C4 1.042
20 H -3.0847 0.6609 1.6697  C4 1.117
21 H -0.3153 0.2990 1.3862  C5 1.161
22 H -0.2875 -1.5569 0.8470  C5 1.139
23 H -2.1317 1.2274 -0.2829  C6 1.104
24 H -1.5685 -0.0004 -1.5227  C6 1.058